1.
{"formula": "C3H7N4", "method": "ωB97M-V/def2-TZVPD", "species": ["C", "C", "C", "N", "N", "N", "N", "H", "H", "H", "H", "H", "H", "H"], "positions_angstrom": [[-0.8279, 0.8326, 0.6988], [-0.3818, -0.6105, 0.4225], [0.5919, -0.2582, -0.6070], [-2.0697, 0.9976, 0.2493], [-2.5253, -0.1226, -0.1782], [-1.6555, -0.9999, -0.1642], [1.9019, 0.3686, -0.2547], [-0.2105, 1.7227, 1.0327], [-0.1759, -1.1928, 1.3172], [0.2508, -0.2594, -1.6927], [-1.7609, -1.9203, -0.4156], [2.4411, 0.7721, -0.9784], [2.6241, -0.4177, 0.0873], [1.7977, 1.0879, 0.4830]], "total_charge": 1, "homo_ev": [-12.0748, -12.3930]}

2.
{"formula": "C3H7N4", "method": "ωB97M-V/def2-TZVPD", "species": ["C", "N", "C", "N", "N", "C", "N", "H", "H", "H", "H", "H", "H", "H"], "positions_angstrom": [[-2.3140, -0.7117, 0.0439], [-1.0576, -0.0722, 0.1105], [-0.8867, 1.1238, -0.1115], [0.4323, 1.5971, -0.1765], [1.4563, 0.7871, -0.0532], [2.0044, -0.2596, -0.0890], [2.8461, -1.2159, 0.0981], [-2.3924, -1.3708, -0.8215], [-2.4290, -1.2736, 0.9716], [-3.0577, 0.1466, 0.1163], [-1.4556, 1.9450, -0.3770], [0.6223, 2.6622, -0.1006], [3.1079, -1.5001, 1.0072], [3.1237, -1.8580, -0.6182]], "total_charge": 1, "homo_ev": -13.8986, "smiles": "C/N=C/NN=C=[NH2+]"}

3.
{"formula": "C3H7N4O", "method": "ωB97M-V/def2-TZVPD", "species": ["C", "C", "C", "N", "N", "N", "N", "O", "H", "H", "H", "H", "H", "H", "H"], "positions_angstrom": [[-1.0508, -0.8900, 0.5384], [-1.7941, 0.1459, -0.0353], [0.3047, 0.4398, -0.6973], [0.1943, -0.7830, 0.1046], [-0.8626, 0.9650, -0.7509], [-3.0109, 0.4332, 0.1456], [3.6614, 0.0615, 0.1745], [1.2014, -1.4824, 0.2579], [-1.3089, -1.5911, 1.3206], [-0.7404, 1.8991, -1.2785], [-3.6864, -0.0425, 0.7268], [-3.3801, 1.1932, -0.3725], [3.0816, 0.6194, -0.4059], [3.0976, -0.6340, 0.6753], [4.2934, -0.3339, -0.4033]], "total_charge": 1, "homo_ev": [-12.0042, -11.9968]}

4.
{"formula": "C3H7N4O", "method": "ωB97M-V/def2-TZVPD", "species": ["C", "C", "C", "N", "N", "N", "N", "O", "H", "H", "H", "H", "H", "H", "H"], "positions_angstrom": [[1.3923, -0.7697, -0.0045], [-0.4191, 0.2927, 1.2754], [-0.5157, 0.1708, -1.2210], [2.9617, 0.9105, 0.1252], [0.8901, 1.6328, 0.0036], [2.6840, -0.2833, 0.0239], [0.3702, 0.4043, -0.0225], [1.0635, -1.9063, -0.0128], [-1.0143, 1.1261, 1.2069], [-1.1206, -0.5771, 1.3342], [0.1883, 0.1494, 2.0798], [-1.1070, -0.7093, -1.0796], [-1.2806, 0.9854, -1.4867], [0.2536, 0.3345, -1.9543], [3.3931, -0.9208, 0.3035]], "total_charge": 1, "homo_ev": [-14.4635, -14.0180]}

5.
{"formula": "C3H7N4OS", "method": "ωB97M-V/def2-TZVPD", "species": ["C", "C", "C", "N", "N", "N", "N", "O", "S", "H", "H", "H", "H", "H", "H", "H"], "positions_angstrom": [[-1.4971, -1.7076, -0.6407], [0.6120, -1.0338, 0.4521], [-0.9343, 0.7863, -0.0295], [-0.3510, -1.9510, 0.2726], [0.3472, 0.2656, 0.1705], [1.8860, -1.4483, 0.7275], [-1.0721, 1.6962, -1.0100], [-2.3287, -2.5046, -0.8508], [-2.1267, 0.9372, 1.2681], [0.0057, -2.9541, 0.3972], [1.1755, 0.7971, 0.1722], [2.1536, -2.3446, 0.9773], [2.5294, -0.8760, 1.2449], [-0.3577, 2.3035, -1.2338], [-1.9691, 2.0928, -1.0002], [-2.9398, 1.9608, 0.5792]], "total_charge": 1, "homo_ev": [-12.1468, -11.1314]}

6.
{"formula": "C3H7N4S", "method": "ωB97M-V/def2-TZVPD", "species": ["C", "C", "C", "N", "N", "N", "N", "S", "H", "H", "H", "H", "H", "H", "H"], "positions_angstrom": [[-1.2954, -1.5470, 1.1902], [0.4724, -0.9114, -0.2134], [0.8189, -1.0730, -1.7390], [0.4017, 0.5749, -0.2350], [-0.2931, 1.3480, 0.4241], [0.3807, 3.6492, 0.9622], [-0.5576, -1.7954, 0.2362], [-0.8164, 2.8739, 0.5398], [-1.9549, -2.3224, 1.3941], [-1.2818, -0.5340, 1.6839], [1.1770, -1.3414, 0.4706], [1.8459, -0.6109, -1.8327], [0.0238, -0.5830, -2.3132], [0.8891, -2.1338, -2.1689], [0.1898, 4.4063, 1.6011]], "total_charge": 1, "homo_ev": [-13.7493, -13.7480]}

7.
{"formula": "C3H7N5", "method": "ωB97M-V/def2-TZVPD", "species": ["H", "N", "C", "C", "N", "N", "N", "N", "C", "H", "H", "H", "H", "H", "H"], "positions_angstrom": [[0.9976, 1.8097, -0.7702], [0.1005, 1.9803, -0.3411], [-0.5947, 0.9027, -0.2846], [-1.9060, 0.6197, 0.2646], [-2.2618, -0.6124, 0.1332], [-1.1016, -1.2738, -0.2438], [-0.2064, -0.3519, -0.7918], [1.1483, -0.7601, -0.6444], [1.4957, -0.4135, 0.8055], [-2.5107, 1.4597, 0.6541], [-1.4389, -2.0010, -0.9449], [1.6646, -0.2372, -1.3143], [0.6669, -0.9372, 1.4389], [1.4180, 0.5828, 1.1268], [2.5286, -0.7678, 0.9118]], "homo_ev": -8.6698, "smiles": "[H]/N=c1/cn[nH]n1NC"}

8.
{"formula": "C3H7N5", "method": "ωB97M-V/def2-TZVPD", "species": ["C", "C", "C", "H", "H", "H", "H", "H", "H", "H", "N", "N", "N", "N", "N"], "positions_angstrom": [[-1.5367, 1.2035, -0.6543], [-0.3953, -0.7535, 0.7573], [1.7462, -0.7242, 0.7495], [-2.9021, 1.0473, -0.4523], [-0.7086, 1.1922, 0.6585], [-1.3380, 2.2487, -1.4347], [-1.4108, -0.4508, -1.8196], [-1.4002, -0.5036, 1.0592], [2.5422, -0.9193, 2.3047], [1.6975, 0.0449, -1.4570], [-0.9141, 0.2550, -1.3380], [-0.1485, -0.6280, -0.5574], [0.6363, -0.9305, 1.4804], [2.8240, -0.5316, 1.2931], [1.3080, -0.5501, -0.5895]], "homo_ev": -8.4457}

9.
{"formula": "C3H7N5", "method": "ωB97M-V/def2-TZVPD", "species": ["N", "C", "N", "C", "C", "N", "N", "N", "H", "H", "H", "H", "H", "H", "H"], "positions_angstrom": [[-0.6910, -0.3171, 0.1876], [-0.3321, 1.1026, -0.2426], [-0.8954, -0.5738, 1.5556], [-0.0747, 1.0490, -1.7170], [0.6028, -1.1649, -0.4053], [0.4258, -0.0185, -2.1519], [-0.0049, 2.0130, 0.5440], [1.4589, -1.2443, 0.5226], [-1.4856, -0.6272, -0.3717], [0.0417, -0.7969, 1.9224], [-1.2595, 0.2588, 2.0125], [0.0624, 1.7561, 1.5282], [2.1651, -1.9538, 0.3537], [-0.1874, 1.9848, -2.2695], [0.1738, -1.4679, -1.4687]], "homo_ev": -7.2637}

10.
{"formula": "C3H7N5", "method": "ωB97M-V/def2-TZVPD", "species": ["C", "C", "C", "N", "N", "N", "N", "N", "H", "H", "H", "H", "H", "H", "H"], "positions_angstrom": [[0.0569, 1.2610, 0.6607], [1.6050, -0.6675, 1.2403], [-2.3982, -0.5046, -1.1781], [-1.0730, 1.2494, -0.1615], [-0.4055, -0.8245, 0.0935], [0.5884, 2.4837, 1.7447], [0.3968, -0.0929, 0.8222], [-1.2665, -0.0081, -0.4396], [2.0320, -0.1736, 2.1669], [1.2947, -1.7327, 1.3783], [2.2335, -0.6253, 0.2595], [-2.6885, -1.4462, -0.6066], [-2.2226, -0.8284, -2.2194], [-3.1796, 0.2027, -1.1303], [0.3024, 3.3444, 1.2180]], "homo_ev": [-5.2315, -10.0040], "multiplicity": 3}

11.
{"formula": "C3H7N5O", "method": "ωB97M-V/def2-TZVPD", "species": ["C", "C", "C", "H", "H", "H", "H", "H", "H", "H", "N", "N", "N", "N", "N", "O"], "positions_angstrom": [[0.5442, 1.7052, -0.1751], [-0.2639, -0.3701, -0.6839], [-0.1070, -0.9415, 0.9033], [1.9917, 1.7877, 1.1313], [2.2864, 0.4715, -0.1139], [-1.0907, 2.7052, 0.2458], [0.0101, -2.3518, -1.1678], [0.0773, -1.2388, -2.5340], [-2.2628, -1.8575, 1.9173], [-2.0770, -0.8702, 0.0967], [2.0573, 1.4380, -0.0567], [-0.1263, 2.6712, 0.7006], [0.0823, 0.7905, -1.1649], [-0.4479, -1.5125, -1.6242], [-1.6020, -1.1722, 1.0154], [0.9282, -1.2546, 1.5101]], "homo_ev": -9.3986}

12.
{"formula": "C3H7NO", "method": "ωB97M-V/def2-TZVPD", "species": ["C", "C", "N", "C", "H", "H", "H", "H", "H", "O", "H", "H"], "positions_angstrom": [[0.8361, -1.5948, 0.7870], [0.6737, -0.4735, 0.0065], [-0.1414, 0.6886, 0.2174], [0.0951, 1.4347, 1.2264], [0.0430, -1.8452, 1.5525], [1.6629, -2.3266, 0.5299], [1.2478, -0.6119, -0.8997], [-0.4348, 2.3705, 1.3004], [0.8310, 1.2008, 1.9673], [-1.9516, 0.3543, -2.2346], [-1.4105, 0.0513, -2.9263], [-1.4513, 0.7519, -1.5268]], "homo_ev": -9.4268, "smiles": "C=CN=C.O"}

Number 1: electronic energy -337.091268 hartree. Number 2: electronic energy -337.183913 hartree. Number 3: electronic energy -412.321745 hartree. Number 4: electronic energy -412.216932 hartree. Number 5: electronic energy -810.624419 hartree. Number 6: electronic energy -735.243765 hartree. Number 7: electronic energy -392.170311 hartree. Number 8: electronic energy -392.021004 hartree. Number 9: electronic energy -392.078587 hartree. Number 10: electronic energy -392.039044 hartree. Number 11: electronic energy -467.351490 hartree. Number 12: electronic energy -248.428019 hartree.